Entry 1:
C26H65F2NO21P5 | wB97M-V/def2-TZVPD

Calculated values
- molar mass (u) = 920.7
- maximum force (eV/Å) = 6.03
- E_HOMO (alpha / beta) (eV) = -8.26 / -9.34
- net charge = 0
- gap between HOMO and LUMO (alpha / beta) (eV) = 7.9 / 9.0
- multiplicity = 2

Cartesian coordinates (Å):
C 2.758 0.338 -0.792
C 1.618 0.417 0.230
C 2.304 0.757 1.562
C 0.651 1.564 -0.048
C -0.366 1.304 -1.168
F 0.326 1.347 -2.370
C -1.479 2.378 -1.095
C -1.464 3.366 -2.236
F -1.641 2.752 -3.460
C -1.009 -0.053 -0.910
C -0.078 -1.209 -0.601
C 0.520 -1.812 -1.882
C -0.954 -2.328 -0.001
N 0.935 -0.881 0.427
O 1.723 -1.846 0.693
H 3.257 1.304 -0.805
H 2.422 0.135 -1.801
H 3.493 -0.380 -0.446
H 1.582 0.755 2.377
H 2.763 1.741 1.506
H 3.065 0.015 1.781
H 0.106 1.843 0.847
H 1.270 2.401 -0.370
H -2.441 1.871 -1.131
H -1.392 2.926 -0.162
H -2.316 4.033 -2.105
H -0.586 4.008 -2.238
H -1.681 -0.291 -1.733
H -1.639 0.097 -0.031
H 1.274 -2.557 -1.653
H 0.850 -1.068 -2.598
H -0.298 -2.346 -2.364
H -1.288 -1.974 0.973
H -0.412 -3.259 0.093
H -1.829 -2.419 -0.640
C 1.349 2.773 -4.766
O 2.339 2.972 -5.796
P 2.629 4.508 -6.190
O 2.668 5.182 -4.876
O 1.228 4.719 -6.987
C 0.902 3.826 -8.062
O 3.517 5.465 -7.137
C 3.258 6.868 -6.989
H 1.007 1.745 -4.863
H 1.801 2.908 -3.788
H 0.505 3.447 -4.888
H 0.102 3.160 -7.742
H 1.755 3.225 -8.379
H 0.560 4.421 -8.907
H 3.802 7.258 -6.133
H 2.194 7.065 -6.878
H 3.623 7.340 -7.899
C -1.777 6.221 2.952
O -1.319 5.240 3.896
P -1.998 3.787 3.744
O -2.049 3.514 2.296
O -3.432 4.268 4.361
C -3.460 4.921 5.636
O -2.062 2.347 4.463
C -3.024 1.431 3.920
H -1.533 7.189 3.384
H -1.257 6.103 2.006
H -2.853 6.149 2.801
H -3.676 5.979 5.493
H -2.516 4.825 6.174
H -4.250 4.470 6.232
H -2.614 0.937 3.042
H -3.953 1.937 3.667
H -3.210 0.694 4.698
C -2.267 -7.314 4.805
O -1.811 -6.338 3.855
P -2.866 -5.176 3.530
O -3.527 -4.762 4.776
O -3.833 -6.140 2.627
C -3.251 -6.938 1.592
O -2.905 -3.970 2.486
C -4.150 -3.267 2.385
H -1.643 -8.192 4.657
H -2.136 -6.943 5.818
H -3.310 -7.573 4.632
H -3.255 -7.984 1.900
H -2.227 -6.642 1.363
H -3.857 -6.826 0.695
H -4.229 -2.530 3.182
H -4.995 -3.951 2.422
H -4.133 -2.759 1.423
C -0.293 -4.518 8.661
O 0.163 -3.517 7.742
P -0.329 -2.032 8.082
O -0.228 -1.799 9.526
O -1.868 -2.236 7.606
C -2.134 -2.840 6.323
O -0.076 -0.657 7.308
C -0.754 0.475 7.866
H -0.209 -5.469 8.139
H 0.340 -4.533 9.545
H -1.330 -4.349 8.945
H -2.516 -3.840 6.471
H -1.236 -2.887 5.704
H -2.884 -2.243 5.811
H -0.186 0.875 8.702
H -1.761 0.215 8.188
H -0.808 1.219 7.073
C 4.161 1.098 -6.930
O 3.892 0.021 -7.852
P 3.510 -1.361 -7.151
O 2.596 -1.114 -6.031
O 5.016 -1.727 -6.641
C 6.106 -1.627 -7.561
O 3.196 -2.787 -7.793
C 2.988 -3.842 -6.841
H 4.747 1.841 -7.474
H 3.239 1.533 -6.595
H 4.742 0.750 -6.076
H 6.714 -0.760 -7.305
H 5.771 -1.528 -8.594
H 6.710 -2.528 -7.473
H 1.966 -3.813 -6.471
H 3.689 -3.769 -6.012
H 3.155 -4.773 -7.377

Atomic partial charges in e from the Löwdin method, atoms 1 to 5:
1 C -0.01
2 C -0.48
3 C -0.03
4 C -0.05
5 C -0.43

Entry 2:
C26H65F3NO11PtS9 | wB97M-V/def2-TZVPD

Calculated values
- molar mass (u) = 1108.5
- maximum force (eV/Å) = 3.30
- E_HOMO (alpha / beta) (eV) = -9.74 / -9.74
- net charge = +1
- gap between HOMO and LUMO (alpha / beta) (eV) = 6.2 / 4.6
- multiplicity = 3

Cartesian coordinates (Å):
Pt -10.980 -0.885 6.857
C -14.179 -1.926 8.239
O -15.243 -1.297 7.473
O -12.967 -1.288 7.783
C -14.329 -1.949 9.820
F -14.072 -0.791 10.380
F -15.536 -2.390 10.084
F -13.537 -2.846 10.438
C -16.474 -1.927 7.496
C -16.985 -1.999 6.096
H -16.829 -0.987 5.724
H -16.560 -2.713 5.390
H -18.037 -2.284 6.101
H -17.182 -1.225 7.937
H -16.647 -2.918 7.917
H -14.218 -2.973 7.941
C -8.357 -4.264 8.712
S -9.890 -3.375 9.179
O -10.077 -2.274 8.075
C -11.046 -4.704 8.619
H -7.501 -3.599 8.825
H -8.286 -4.350 7.628
H -8.078 -5.124 9.321
H -10.884 -5.597 9.223
H -10.806 -4.947 7.584
H -12.041 -4.269 8.713
C -15.757 1.960 8.424
S -14.981 3.382 9.298
O -14.368 4.174 8.113
C -13.677 2.444 10.175
H -16.434 1.356 9.027
H -15.030 1.408 7.827
H -16.312 2.586 7.725
H -13.051 1.854 9.506
H -14.148 1.823 10.937
H -13.032 3.160 10.685
C -19.251 -5.479 5.319
S -18.666 -6.777 6.443
O -17.547 -6.069 7.245
C -20.236 -7.010 7.470
H -19.175 -4.630 5.998
H -20.233 -5.640 4.876
H -18.560 -5.224 4.515
H -20.531 -6.123 8.029
H -20.020 -7.764 8.227
H -21.010 -7.459 6.847
C -17.912 -0.783 11.372
S -18.041 1.019 11.959
O -16.851 1.808 11.456
C -19.560 1.344 10.938
H -17.030 -1.304 11.744
H -17.797 -0.840 10.290
H -18.649 -1.446 11.826
H -20.303 0.546 10.939
H -19.101 1.342 9.950
H -20.071 2.244 11.279
C -19.094 0.937 6.391
S -19.977 2.475 6.018
O -21.377 2.060 6.150
C -19.477 3.489 7.502
H -19.169 0.536 7.402
H -18.016 1.071 6.303
H -19.452 0.273 5.604
H -19.612 4.527 7.198
H -18.421 3.303 7.701
H -20.204 3.156 8.243
C -13.755 -0.164 4.671
S -12.201 -0.492 3.696
O -11.030 -0.730 4.638
C -12.014 1.114 2.820
H -13.538 0.582 5.435
H -14.228 -1.065 5.060
H -14.550 0.244 4.045
H -11.164 1.183 2.142
H -11.969 1.846 3.627
H -12.953 1.403 2.348
C -14.508 -6.067 10.439
S -14.556 -7.257 9.000
O -13.179 -7.045 8.392
C -14.495 -8.821 9.920
H -13.744 -6.375 11.152
H -15.337 -5.847 11.112
H -14.279 -5.063 10.082
H -14.732 -9.693 9.311
H -15.148 -8.892 10.790
H -13.494 -8.863 10.351
C -22.409 -3.154 9.406
S -21.005 -2.244 8.528
O -20.036 -3.275 7.879
C -22.041 -1.681 7.071
H -22.014 -3.532 10.349
H -22.704 -4.086 8.923
H -23.419 -2.761 9.524
H -22.674 -0.817 7.275
H -22.645 -2.524 6.734
H -21.454 -1.424 6.189
C -15.649 0.564 16.349
S -14.508 -0.442 15.223
O -15.262 -1.659 14.776
C -14.335 0.628 13.720
H -16.267 -0.157 16.884
H -16.399 1.118 15.784
H -15.185 1.190 17.111
H -13.904 1.603 13.944
H -15.262 0.799 13.173
H -13.607 0.267 12.993
N -15.586 -5.345 1.121
C -16.124 -4.113 1.131
C -16.308 -3.651 2.435
C -16.188 -4.803 3.191
C -15.570 -5.748 2.421
H -15.264 -5.901 0.341
H -16.287 -3.642 0.172
H -16.520 -2.690 2.878
H -16.401 -4.827 4.250
H -15.088 -6.705 2.560

Atomic partial charges in e from the Löwdin method, atoms 1 to 5:
1 Pt 1.19
2 C -0.28
3 O -0.09
4 O -0.30
5 C -0.59